Computed, not measured: H12KO6 as an isolated structure, with ωB97M-V/def2-TZVPD.

```
19
H12KO6, DFT ωB97M-V/def2-TZVPD
K 0.449 -0.585 0.103
O 0.156 -4.153 -2.657
H -0.449 -4.894 -2.681
H 0.328 -3.954 -3.578
O 0.944 0.104 4.504
H 1.425 -0.709 4.657
H 1.600 0.794 4.608
O -3.004 2.325 1.267
H -3.092 1.896 0.415
H -3.775 2.888 1.333
O -2.624 -3.568 1.216
H -3.132 -2.758 1.266
H -3.080 -4.097 0.562
O 0.223 2.936 -2.978
H -0.088 3.814 -2.758
H 0.780 3.064 -3.746
O 4.056 2.282 -0.517
H 4.611 2.814 0.053
H 4.671 1.801 -1.070
```

## Properties
LUMO energy	-3.78	eV
net charge	+1
relative energy (zero: lowest compared OMol25 entry of this formula, charge and spin)	182.90	kJ/mol
HOMO	-14.26	eV
E	-1058.36573	a.u.

Computed, not measured: C21H28F3O4Pt as an isolated structure at a distorted geometry, with ωB97M-V/def2-TZVPD.

```
57
C21H28F3O4Pt, DFT ωB97M-V/def2-TZVPD
O -1.887 2.049 -6.032
C -2.924 1.365 -6.789
C -2.690 2.196 -8.034
H -3.905 1.494 -6.319
H -2.705 0.306 -6.966
C -1.632 2.905 -7.171
H -3.519 2.835 -8.320
H -2.244 1.662 -8.863
C -2.076 4.340 -6.971
H -3.085 4.341 -6.534
H -2.121 4.805 -7.968
H -1.386 4.904 -6.334
C -0.202 2.757 -7.631
H 0.099 1.703 -7.655
H 0.461 3.301 -6.949
H -0.109 3.190 -8.632
Pt 0.238 0.138 -0.288
C 2.030 -1.240 0.213
C 0.835 -2.039 0.195
C 0.292 -2.006 -1.137
H 0.465 -2.672 0.995
C 1.172 -1.203 -1.952
C 2.214 -0.685 -1.105
H 3.047 -0.071 -1.427
H 2.685 -1.142 1.071
H -0.560 -2.587 -1.468
H 1.094 -1.094 -3.026
C 0.804 1.770 1.402
C 1.577 2.055 0.228
C 0.667 2.334 -0.850
H 2.660 2.155 0.196
C -0.688 2.181 -0.340
C -0.584 1.835 1.053
H -1.410 1.807 1.747
H 1.168 1.622 2.414
H 0.918 2.688 -1.841
H -1.607 2.407 -0.864
O -2.536 1.715 -3.697
C -1.162 1.220 -3.854
C -1.188 -0.265 -4.256
H -0.656 1.300 -2.861
H -0.656 1.841 -4.580
C -2.688 -0.604 -4.157
H -0.670 -0.863 -3.495
H -0.699 -0.401 -5.235
C -3.196 0.519 -3.234
H -2.835 -1.588 -3.694
H -3.132 -0.605 -5.171
H -2.842 0.231 -2.210
H -4.278 0.648 -3.277
F -2.157 -2.567 2.382
C -2.150 -1.218 2.180
F -2.968 -0.632 3.092
F -0.870 -0.782 2.470
C -2.631 -0.903 0.707
O -3.817 -1.151 0.561
O -1.848 -0.469 -0.234
```

## Properties
LUMO energy (spin up / spin down)	-2.56 / -7.63	eV
2S+1	5
net charge	+1
⟨S²⟩	6.016
relative energy (zero: lowest compared OMol25 entry of this formula, charge and spin)	0.00	kJ/mol
HOMO (spin up / spin down)	-11.49 / -11.46	eV
E	-1536.32703	a.u.

Computed, not measured: C8H17BeN6O18 as an isolated structure at a distorted geometry, with ωB97M-V/def2-TZVPD.

```
50
C8H17BeN6O18, DFT ωB97M-V/def2-TZVPD
Be -22.598 -1.099 7.204
O -19.909 0.816 10.703
C -20.594 -0.188 10.007
O -21.342 -0.911 10.645
O -20.534 -0.127 8.734
H -19.241 1.034 10.038
O -19.380 -4.203 7.572
C -20.663 -4.132 8.133
O -21.239 -3.027 8.072
O -21.037 -5.154 8.732
H -19.339 -3.422 7.006
O -25.921 -4.238 7.756
C -25.391 -2.970 8.098
O -24.141 -2.847 8.119
O -26.240 -2.085 8.268
H -26.806 -3.982 8.071
O -23.185 1.430 10.816
C -24.097 1.304 9.774
O -24.981 2.186 9.691
O -23.921 0.351 8.973
H -22.540 0.741 10.590
O -25.070 -0.899 3.760
C -25.556 -0.542 5.028
O -26.752 -0.246 5.098
O -24.709 -0.569 5.956
H -24.119 -0.976 3.903
C -19.904 -1.412 5.042
O -20.463 -0.928 6.013
N -20.562 -2.017 4.023
N -18.550 -1.563 5.110
H -20.109 -2.287 3.173
H -21.570 -2.021 4.196
H -18.006 -1.188 5.861
H -18.115 -2.027 4.333
C -23.700 -3.367 4.545
O -22.929 -2.716 5.249
N -24.883 -3.722 5.064
N -23.462 -3.668 3.228
H -25.601 -4.249 4.609
H -25.042 -3.395 6.012
H -22.549 -3.556 2.833
H -24.001 -4.435 2.866
C -22.461 2.057 7.117
O -22.379 1.090 6.364
N -23.387 3.050 6.948
N -21.635 2.213 8.176
H -24.022 2.900 6.186
H -23.256 3.893 7.468
H -20.957 1.524 8.490
H -21.800 3.022 8.749
```

## Properties
LUMO energy	5.90	eV
net charge	-3
relative energy (zero: lowest compared OMol25 entry of this formula, charge and spin)	0.00	kJ/mol
HOMO	0.76	eV
E	-2012.79154	a.u.

Computed, not measured: the molecule C9H11N5 at a distorted geometry, with ωB97M-V/def2-TZVPD.

```
25
C9H11N5, DFT ωB97M-V/def2-TZVPD
C 2.289 -2.244 0.841
C 1.178 -1.275 0.750
N 0.873 -0.678 1.929
C 0.012 0.356 1.809
N -0.602 1.179 2.755
C -1.427 1.879 1.962
N -1.462 1.687 0.739
N -0.633 0.691 0.545
C -0.317 0.060 -0.577
C 0.481 -1.008 -0.465
C 0.743 -1.637 -1.769
C 0.353 -0.494 -2.704
N -0.648 0.283 -1.882
C -1.235 1.414 -2.411
H 2.160 -3.222 0.098
H 2.570 -2.467 1.886
H 3.186 -1.822 0.360
H -1.931 2.855 2.300
H 1.745 -1.997 -1.910
H 0.152 -2.516 -1.821
H 1.198 0.251 -2.971
H -0.185 -0.942 -3.544
H -0.421 2.098 -2.750
H -1.885 1.337 -3.311
H -1.737 1.992 -1.538
```

## Properties
LUMO energy	0.57	eV
SMILES	Cc1nc2ncnn2c2c1CCN2C
relative energy (zero: lowest compared OMol25 entry of this formula, charge and spin)	292.03	kJ/mol
HOMO	-8.20	eV
E	-623.27324	a.u.

Computed, not measured: a 2-piece molecular cluster, C2H6N2S overall at a distorted geometry, with ωB97M-V/def2-TZVPD.

```
11
C2H6N2S, DFT ωB97M-V/def2-TZVPD
C -2.524 -1.040 -0.756
N -1.692 0.000 -0.581
S -1.975 1.581 -0.789
H -3.446 -0.951 -1.318
H -2.141 -2.007 -0.729
H -0.773 -0.229 -0.303
C 1.451 1.360 0.140
N 1.256 0.200 -0.159
H 2.329 1.902 0.351
H 0.640 2.047 0.263
H 2.001 -0.482 -0.272
```

## Properties
LUMO energy (spin up / spin down)	0.17 / 0.17	eV
SMILES	C=[NH+][S-].C=N
relative energy (zero: lowest compared OMol25 entry of this formula, charge and spin)	266.10	kJ/mol
HOMO (spin up / spin down)	-7.80 / -7.80	eV
E	-587.40266	a.u.

Computed, not measured: a 2-piece molecular cluster, C4H6N2 overall, with ωB97M-V/def2-TZVPD.

```
12
C4H6N2, DFT ωB97M-V/def2-TZVPD
C -2.352 -0.605 0.017
C -0.935 -0.946 -0.087
C 0.208 -1.316 -0.173
N 2.829 0.142 0.136
N 2.053 1.122 0.186
C 1.386 2.061 0.405
H -2.583 0.354 -0.459
H -2.951 -1.380 -0.472
H -2.659 -0.549 1.066
H 1.246 -1.570 -0.199
H 3.293 0.145 -0.772
H 0.444 2.566 0.366
```

## Properties
LUMO energy	0.89	eV
relative energy (zero: lowest compared OMol25 entry of this formula, charge and spin)	506.23	kJ/mol
HOMO	-8.78	eV
E	-265.34276	a.u.

- The lowest E belongs to which entry?
  C8H17BeN6O18

- E of number 2 (C21H28F3O4Pt)?
  -1536.32703 a.u.